{"formula": "C28H19BrCl56FN2O5Si", "method": "ωB97M-V/def2-TZVPD", "symbols": ["C", "C", "C", "N", "C", "Br", "O", "C", "C", "C", "O", "O", "C", "C", "O", "O", "C", "N", "C", "F", "Si", "C", "C", "C", "H", "H", "H", "H", "H", "H", "H", "H", "H", "H", "H", "H", "H", "H", "H", "H", "H", "H", "H", "C", "Cl", "Cl", "Cl", "Cl", "C", "Cl", "Cl", "Cl", "Cl", "C", "Cl", "Cl", "Cl", "Cl", "C", "Cl", "Cl", "Cl", "Cl", "C", "Cl", "Cl", "Cl", "Cl", "C", "Cl", "Cl", "Cl", "Cl", "C", "Cl", "Cl", "Cl", "Cl", "C", "Cl", "Cl", "Cl", "Cl", "C", "Cl", "Cl", "Cl", "Cl", "C", "Cl", "Cl", "Cl", "Cl", "C", "Cl", "Cl", "Cl", "Cl", "C", "Cl", "Cl", "Cl", "Cl", "C", "Cl", "Cl", "Cl", "Cl", "C", "Cl", "Cl", "Cl", "Cl"], "positions_angstrom": [[-0.2981, -4.4784, -5.0275], [-0.8396, -3.5823, -4.4483], [-1.2983, -2.2740, -3.9683], [-0.1574, -1.3031, -3.7890], [0.9568, -1.2785, -4.8021], [0.4995, -1.3835, -6.6500], [1.9009, -2.1504, -4.3234], [2.0734, -1.9356, -2.9093], [3.2120, -0.9142, -2.8223], [4.4767, -1.4339, -3.5303], [4.6772, -1.1514, -4.6726], [5.3437, -2.2092, -2.8224], [5.7787, -3.3843, -3.4677], [4.7479, -4.2863, -4.1209], [6.9304, -3.6612, -3.4494], [2.2164, -3.1624, -2.2524], [2.9894, -3.1269, -1.1935], [3.7522, -2.9630, -0.3481], [0.6146, -1.3618, -2.5160], [0.0586, -2.2993, -1.6782], [0.4997, 0.2440, -1.4348], [-1.2988, 0.3170, -0.8564], [0.9547, 1.8126, -2.3818], [1.5885, 0.1167, 0.0923], [0.2095, -5.2222, -5.5987], [-1.9697, -1.8195, -4.6992], [-1.8529, -2.3968, -3.0394], [-0.6095, -0.3833, -3.8174], [1.3491, -0.2590, -4.7024], [2.9487, -0.0222, -3.3885], [3.4210, -0.5933, -1.8005], [4.0927, -4.6738, -3.3356], [5.2505, -5.1416, -4.5503], [4.1613, -3.7479, -4.8654], [-1.3547, 0.3965, 0.2296], [-1.8414, 1.1621, -1.2854], [-1.8504, -0.5948, -1.1139], [0.1007, 2.4903, -2.4497], [1.7503, 2.3517, -1.8604], [1.3144, 1.6639, -3.4070], [1.7285, -0.9130, 0.4243], [2.5813, 0.4982, -0.1505], [1.1452, 0.6724, 0.9162], [-3.9047, 1.8699, 2.4313], [-3.3601, 0.1906, 2.2794], [-3.0197, 2.8826, 1.2754], [-5.6284, 1.9606, 2.0786], [-3.5923, 2.4428, 4.0688], [7.8725, -7.4824, -2.8370], [8.8260, -8.9668, -2.8745], [8.7561, -6.1887, -3.6488], [6.3250, -7.7677, -3.6539], [7.5535, -7.0171, -1.1627], [-2.3507, 3.2882, -4.4553], [-1.9761, 1.5510, -4.6803], [-1.3006, 4.2395, -5.4987], [-4.0343, 3.5481, -4.8715], [-2.0890, 3.7443, -2.7629], [4.5567, 0.2123, 2.8774], [5.7929, -1.0266, 2.6637], [2.9497, -0.5347, 2.7699], [4.7379, 0.9785, 4.4541], [4.7279, 1.4387, 1.6120], [0.2858, 6.5398, -8.9215], [0.7925, 8.2267, -8.8706], [-1.4371, 6.4453, -9.2981], [1.2111, 5.6757, -10.1506], [0.5769, 5.7924, -7.3375], [1.6150, 1.1513, 7.4041], [2.1251, 2.8361, 7.2626], [2.4351, 0.4015, 8.7706], [-0.1455, 1.0597, 7.6355], [2.0412, 0.2941, 5.9173], [-1.3598, 5.4925, 8.9709], [-0.9033, 3.7992, 8.7371], [-0.2669, 6.5249, 8.0376], [-3.0178, 5.7448, 8.4194], [-1.2415, 5.9078, 10.6840], [-6.6114, 1.3705, -1.7332], [-5.0982, 2.0694, -2.3376], [-6.2344, 0.0795, -0.5848], [-7.5554, 2.6225, -0.9239], [-7.5375, 0.7164, -3.0832], [-11.2305, -1.1016, -2.8113], [-12.8444, -1.5329, -2.2454], [-10.0606, -1.3174, -1.4942], [-10.7811, -2.1356, -4.1723], [-11.2266, 0.5882, -3.3342], [7.5962, -5.7718, 2.8798], [9.1184, -5.4027, 2.0643], [6.3788, -4.5688, 2.4275], [7.0386, -7.3753, 2.3851], [7.8363, -5.7424, 4.6281], [-5.8078, 8.6693, 8.9475], [-6.3911, 9.8469, 7.7664], [-6.3134, 7.0449, 8.4539], [-4.0456, 8.7369, 9.0292], [-6.4887, 9.0372, 10.5341], [-12.0541, -5.8187, -1.5060], [-11.4418, -7.1805, -0.5612], [-10.9646, -4.4376, -1.3310], [-12.1488, -6.2765, -3.2105], [-13.6618, -5.3723, -0.9257], [0.0810, -0.3576, 12.1397], [-0.4523, 0.7732, 10.8885], [-0.4278, -1.9931, 11.7053], [1.8434, -0.3071, 12.2787], [-0.6386, 0.0931, 13.6883], [7.4108, 4.4776, 1.0577], [7.6510, 6.1234, 1.6446], [5.8608, 4.3863, 0.1969], [8.7170, 4.0456, -0.0481], [7.3969, 3.3573, 2.4225]], "de_lowest_kj_mol": 0.0, "total_energy_ha": -30297.62310, "max_force_ev_per_a": 2.84, "charge": 1, "homo_ha": -0.44403}

{"formula": "C28H19ClF6N5O7Re", "method": "ωB97M-V/def2-TZVPD", "symbols": ["Re", "O", "C", "C", "C", "C", "C", "C", "C", "O", "N", "N", "C", "C", "C", "C", "C", "C", "N", "H", "H", "H", "H", "H", "H", "H", "H", "H", "H", "O", "C", "O", "C", "C", "Cl", "N", "N", "C", "C", "O", "O", "C", "C", "C", "C", "C", "C", "H", "H", "H", "H", "H", "H", "C", "C", "O", "C", "F", "F", "F", "C", "F", "F", "F", "H", "H", "H"], "positions_angstrom": [[0.2636, -0.1328, 0.1510], [4.5374, 2.8401, -1.7841], [5.0637, 1.7224, -1.2684], [6.4495, 1.5674, -1.3177], [7.0423, 0.4228, -0.8309], [6.2745, -0.6007, -0.2695], [4.9136, -0.4444, -0.1669], [4.2893, 0.7112, -0.6581], [2.8557, 0.8386, -0.4914], [2.2642, 0.1946, 0.4686], [2.1423, 1.6525, -1.2636], [0.8514, 1.5624, -0.9129], [0.0578, 2.5943, -0.9599], [-1.0815, 2.4993, -0.1032], [-2.0038, 3.5222, 0.1053], [-2.9936, 3.3552, 1.0485], [-3.0580, 2.1576, 1.7612], [-2.1243, 1.1815, 1.5155], [-1.1339, 1.3482, 0.6201], [3.5690, 2.7966, -1.7646], [7.0330, 2.3673, -1.7529], [8.1176, 0.3167, -0.8818], [6.7478, -1.5024, 0.0923], [4.2984, -1.2173, 0.2749], [0.3526, 3.5047, -1.4644], [-1.9141, 4.4381, -0.4621], [-3.7147, 4.1399, 1.2319], [-3.8232, 1.9909, 2.5052], [-2.1354, 0.2420, 2.0535], [-1.3066, -5.4820, -1.3560], [-2.3331, -4.6998, -1.5811], [-3.3994, -5.0922, -1.9649], [-2.1382, -3.2228, -1.3303], [-3.1275, -2.2582, -1.5221], [-4.6979, -2.4572, -2.0731], [-2.6012, -1.0322, -1.2774], [-1.3084, -1.1734, -0.8732], [-1.0228, -2.4843, -0.9571], [0.4228, -2.8584, -0.7864], [0.7825, -4.0113, -0.8816], [1.1911, -1.8411, -0.5887], [-3.1851, 0.1832, -1.7652], [-4.4486, 0.5760, -1.3485], [-5.0583, 1.6546, -1.9694], [-4.4169, 2.3273, -2.9995], [-3.1527, 1.9281, -3.4072], [-2.5285, 0.8581, -2.7879], [-0.4711, -5.0143, -1.1179], [-4.9651, 0.0238, -0.5753], [-6.0480, 1.9590, -1.6560], [-4.9072, 3.1528, -3.4983], [-2.6601, 2.4381, -4.2250], [-1.5595, 0.5120, -3.1279], [2.0087, -1.7662, 2.9655], [0.5525, -1.2937, 3.0178], [-0.0996, -1.2654, 1.7959], [0.5184, 0.1205, 3.6537], [0.9598, 1.0143, 2.7196], [-0.7230, 0.5103, 3.9859], [1.2972, 0.2415, 4.7172], [-0.2577, -2.2635, 3.9208], [-1.5770, -2.0450, 3.8030], [0.0751, -2.1273, 5.2099], [-0.0202, -3.5299, 3.5597], [2.6297, -1.0016, 2.5074], [2.0652, -2.6736, 2.3677], [2.3697, -1.9753, 3.9704]], "de_lowest_kj_mol": 154.6, "spin_multiplicity": 2, "total_energy_ha": -3016.39025, "max_force_ev_per_a": 2.61, "charge": 1, "homo_ha": [-0.40859, -0.40843]}

{"formula": "C28H19ClHfN6O6", "method": "ωB97M-V/def2-TZVPD", "symbols": ["Hf", "N", "C", "N", "C", "N", "N", "C", "C", "C", "C", "C", "C", "N", "C", "C", "C", "C", "C", "C", "H", "H", "H", "H", "H", "H", "H", "H", "H", "H", "H", "O", "C", "O", "C", "C", "C", "C", "C", "C", "N", "O", "O", "H", "H", "H", "H", "Cl", "C", "C", "C", "C", "C", "C", "C", "O", "O", "H", "H", "H", "H"], "positions_angstrom": [[0.8469, -0.6710, 0.6696], [2.0581, 3.4120, 2.2306], [1.6739, 2.1591, 2.3169], [2.0375, 1.2166, 1.4730], [2.8908, 1.5642, 0.4102], [3.3889, 0.6628, -0.3733], [2.8881, -0.6048, -0.0874], [3.6206, -1.6245, -0.2876], [3.0637, -2.9257, 0.1075], [3.6816, -4.1049, -0.2177], [3.0992, -5.2969, 0.2098], [1.9390, -5.2411, 0.9513], [1.3792, -4.0034, 1.2407], [1.9191, -2.8593, 0.8295], [3.2464, 2.9589, 0.2022], [3.9959, 3.3915, -0.8919], [4.3285, 4.7234, -1.0053], [3.9227, 5.6351, -0.0274], [3.1766, 5.2232, 1.0582], [2.8428, 3.8819, 1.1551], [1.7533, 4.0635, 2.9406], [1.0170, 1.9074, 3.1397], [4.6333, -1.5188, -0.6655], [4.5981, -4.0972, -0.7938], [3.5557, -6.2474, -0.0331], [1.4597, -6.1385, 1.3165], [0.4807, -3.9282, 1.8374], [4.3093, 2.6683, -1.6321], [4.9096, 5.0650, -1.8506], [4.1930, 6.6787, -0.1192], [2.8577, 5.9298, 1.8157], [0.3465, 0.7271, -0.8293], [-0.7015, 1.0600, -0.1545], [-0.6858, 0.7282, 1.0875], [-1.8654, 1.6970, -0.7582], [-3.0366, 1.8455, -0.0168], [-4.1453, 2.4204, -0.6117], [-4.0352, 2.8293, -1.9260], [-2.8871, 2.6992, -2.6794], [-1.7837, 2.1199, -2.0826], [-5.2301, 3.4438, -2.5705], [-5.1331, 3.7401, -3.7373], [-6.2015, 3.6119, -1.8717], [-3.0764, 1.5108, 1.0111], [-5.0774, 2.5564, -0.0823], [-2.8736, 3.0420, -3.7032], [-0.8643, 1.9906, -2.6382], [-6.0281, -5.3388, 0.1786], [-4.5919, -4.4142, 0.2839], [-3.9243, -4.0610, -0.8856], [-2.7647, -3.3208, -0.7979], [-2.2830, -2.9405, 0.4577], [-2.9673, -3.2925, 1.6246], [-4.1264, -4.0319, 1.5388], [-1.0678, -2.1796, 0.5585], [-0.5644, -1.8206, 1.6933], [-0.3862, -1.7990, -0.4866], [-4.3200, -4.3698, -1.8432], [-2.2278, -3.0357, -1.6932], [-2.5885, -2.9808, 2.5894], [-4.6758, -4.3168, 2.4252]], "de_lowest_kj_mol": 21.5, "total_energy_ha": -2366.23683, "max_force_ev_per_a": 1.27, "charge": 2, "homo_ha": -0.52197}